1.
Molecular formula: C18H15BBiI3N4O
Method: DFT, the ωB97M-V functional and the def2-TZVPD basis

Results
relative energy (zero: lowest compared OMol25 entry of this formula, charge and spin): 0.177 eV
DFT total energy: -57734.2939 eV
Kohn-Sham gap: 7.72 eV

The geometry in ORCA input format:
```
! wB97M-V def2-TZVPD RIJCOSX def2/J DEFGRID3
* xyz 0 1
I 3.43524 2.85099 -4.95591
H -1.26058 1.25662 3.84935
C -0.79117 -2.76720 -1.01503
H -1.06417 -4.92881 -1.53074
C 3.03113 -0.70619 -0.61012
H 1.24943 2.07219 3.36627
I -1.54567 3.85475 -1.82312
C -4.26079 0.69082 0.08596
H 1.30274 -2.24185 3.83714
O -0.30382 1.45903 -0.14956
C 1.76508 -0.09265 3.50235
N -2.38743 -0.08417 0.97862
C 1.06772 3.05891 -3.13942
Bi 0.10913 -0.24699 1.24265
H -1.22589 -1.40531 4.14413
C 0.48470 1.75677 -1.16002
C -0.39378 0.61897 3.75826
H -0.92920 -3.64316 -3.07183
H -2.59714 -3.69269 -1.94903
N 1.95862 0.03424 -0.47661
H -4.86280 1.32194 -0.54494
C 0.20956 2.76111 -2.06294
C 0.95848 -1.22215 3.75110
B -1.39421 -3.84922 -1.97179
H 2.83526 -0.09581 3.35783
H -3.21863 -1.61140 2.15001
H -2.30200 1.46229 -0.31514
C 3.94680 -0.51148 -1.65560
C 3.71277 0.48299 -2.56142
C 0.93192 1.04905 3.50236
H 4.40223 0.65374 -3.37735
C 2.56382 1.29721 -2.44928
H 0.80130 3.85828 -3.81658
C -3.39562 -0.80034 1.46257
C 2.21729 2.35016 -3.33482
N -0.34510 -1.96591 -0.30468
H 3.18159 -1.48958 0.12458
H 4.81578 -1.14861 -1.73459
C -4.60493 -0.34667 0.92716
I -6.49021 -1.08116 1.29602
C 1.69737 1.02135 -1.37095
C -0.37582 -0.78219 3.90850
N -2.92900 0.80213 0.13657
*
```

=====

2.
Molecular formula: C8H15NOS2
Method: DFT, the ωB97M-V functional and the def2-TZVPD basis

Results
relative energy (zero: lowest compared OMol25 entry of this formula, charge and spin): 5.935 eV
DFT total energy: -33742.5922 eV
Kohn-Sham gap: 9.40 eV

The geometry in ORCA input format:
```
! wB97M-V def2-TZVPD RIJCOSX def2/J DEFGRID3
* xyz 0 1
C 0.50317 -2.14397 0.93664
C 1.74613 1.46377 -0.37317
C 1.31745 -1.01031 -1.54240
H 1.62248 -0.62668 -2.60346
H -3.11119 2.08630 0.43546
H -1.52383 2.07026 0.40522
H -2.13322 -0.11091 1.96021
H 0.13696 -1.44524 -1.30632
O -3.52042 -0.46377 -0.69176
H 2.71741 -2.40721 1.26242
H 1.89364 -2.96499 -1.23552
C -1.63762 -0.67076 1.26804
H 0.46727 -2.95338 1.55564
H -2.27130 -1.55055 1.22528
S 1.80055 2.85885 0.39379
H 0.13194 -2.38276 0.00161
H 0.03184 -0.62247 2.45110
C -2.36186 1.71370 -0.12448
H -2.48275 2.24101 -1.14440
C -0.12596 -0.83059 1.39047
N 1.50250 0.27182 -0.77408
C 1.96645 -1.77294 0.64484
S -2.12454 -0.03015 -0.45484
H 3.26219 -1.96080 -1.14227
H 0.24029 0.01471 0.80735
C 2.19246 -2.10927 -0.79322
H 2.24660 -0.67690 0.81678
*
```

=====

3.
Molecular formula: C5H9NO
Method: DFT, the ωB97M-V functional and the def2-TZVPD basis

Results
relative energy (zero: lowest compared OMol25 entry of this formula, charge and spin): 2.134 eV
DFT total energy: -8867.0789 eV
SMILES: C[C@H]1N[C@H]1CC=O
Kohn-Sham gap: 10.79 eV

The geometry in ORCA input format:
```
! wB97M-V def2-TZVPD RIJCOSX def2/J DEFGRID3
* xyz 0 1
C -1.26774 -0.45450 1.12706
H -2.00907 -0.42477 -0.93265
H 2.13882 0.18696 -1.27839
H -1.01879 -1.51643 1.21168
N -0.88656 1.40400 -0.54571
C 0.01624 0.36517 -1.04238
C -1.22431 0.00493 -0.30756
H 1.64964 1.32880 -0.02690
O 1.46504 -1.90253 0.38437
H -1.43629 1.80698 -1.29798
H -0.01714 0.16433 -2.11264
C 1.42403 0.35150 -0.46143
H 2.26855 -0.40135 1.46026
C 1.73161 -0.73611 0.54587
H -0.56362 0.12043 1.73757
H -2.27042 -0.29741 1.53884
*
```

=====

4.
Molecular formula: C2H2N4OS
Method: DFT, the ωB97M-V functional and the def2-TZVPD basis

Results
relative energy (zero: lowest compared OMol25 entry of this formula, charge and spin): 0.912 eV
DFT total energy: -20947.0401 eV
SMILES: OC(=S)n1cnnn1
Kohn-Sham gap: 8.85 eV

The geometry in ORCA input format:
```
! wB97M-V def2-TZVPD RIJCOSX def2/J DEFGRID3
* xyz 0 1
S 2.24959 -0.72567 0.07830
H -0.50397 -2.09942 -0.24523
N -1.19222 0.93830 0.33558
H 0.14109 1.95365 -0.29541
N -0.34785 -0.02469 0.06738
C 1.04931 0.41214 -0.07975
N -2.42953 0.41494 0.06242
N -2.35726 -0.91893 -0.18128
C -1.03347 -1.18740 -0.08046
O 1.07030 1.69258 -0.21746
*
```